Record 1
ORCA calculation (ωB97M-V/def2-TZVPD) on the ion C3H7N4S with charge +1.

Computed properties:
- LUMO (eV) = -4.24
- HOMO level (eV) = -13.25
- ΔE to the lowest compared entry with this formula, charge and spin (kJ/mol) = 102.83
- Kohn-Sham gap (eV) = 9.0

Structure (ORCA input):
```
! wB97M-V def2-TZVPD RIJCOSX def2/J DEFGRID3
* xyz 1 1
C 2.12064 0.23647 -0.74609
C 0.14528 0.12701 0.26290
C -1.76580 0.64934 1.41707
N 0.75024 1.02911 0.98662
N 1.02232 -0.41665 -0.68502
N 0.54831 -1.38533 -1.49393
N -1.14080 -0.25089 0.53001
S 2.19472 1.44451 0.47400
H 2.76031 -0.06682 -1.55259
H -1.19261 0.81594 2.37955
H -1.82133 1.60907 0.78832
H -2.74898 0.27876 1.64640
H 1.12383 -1.88354 -2.14715
H -0.34422 -1.21038 -1.87618
H -1.65190 -0.97659 0.01610
*
```

=====

Record 2
ORCA calculation (ωB97M-V/def2-TZVPD) on the ion C3H5N2O with charge +1.

Computed properties:
- SMILES = C[n+]1ccno1
- LUMO (eV) = -5.73
- HOMO level (eV) = -17.23
- ΔE to the lowest compared entry with this formula, charge and spin (kJ/mol) = 418.64
- Kohn-Sham gap (eV) = 11.5

Structure (ORCA input):
```
! wB97M-V def2-TZVPD RIJCOSX def2/J DEFGRID3
* xyz 1 1
C 0.14918 1.36271 1.36194
C 0.64531 0.17062 0.72672
C -0.11771 -1.17653 -1.18143
N -0.97957 1.71669 0.76760
N -0.08505 -0.05013 -0.31810
O -1.06980 0.78117 -0.32667
H 0.37866 1.83496 2.31104
H 1.62339 -0.43387 0.99882
H 0.75118 -1.74795 -0.98901
H -1.08106 -1.68261 -1.16013
H -0.21454 -0.77505 -2.19078
*
```

=====

Record 3
ORCA calculation (ωB97M-V/def2-TZVPD) on a structure of composition C16H23CrF6N8O6PS5.

Computed properties:
- LUMO (spin up / spin down) (eV) = 2.42 / 2.41
- expectation value of S² = 8.774
- HOMO level (spin up / spin down) (eV) = -2.69 / -5.18
- ΔE to the lowest compared entry with this formula, charge and spin (kJ/mol) = 70.89
- Kohn-Sham gap (spin up / spin down) (eV) = 5.1 / 7.6

Structure (ORCA input):
```
! wB97M-V def2-TZVPD RIJCOSX def2/J DEFGRID3
* xyz -1 6
Cr -0.69592 -0.27447 0.07880
C 4.98558 -4.55580 1.80340
C 3.64546 -3.86985 1.83277
O 3.72082 -2.66599 1.07855
P 2.62445 -1.45223 1.26813
S 0.87960 -2.18613 0.51883
S 2.74712 -0.69711 3.04127
O 3.29425 -0.37890 0.24562
C 3.36671 -0.62429 -1.15735
C 3.35824 0.74744 -1.81236
H 4.96509 -5.48755 2.35617
H 5.72703 -3.93965 2.29998
H 5.25334 -4.75620 0.76200
H 3.29593 -3.66335 2.80725
H 2.87104 -4.48251 1.46171
H 2.46598 -1.19232 -1.41929
H 4.18805 -1.32779 -1.45216
H 2.50020 1.32241 -1.37004
H 3.15211 0.67064 -2.89259
H 4.29900 1.25221 -1.60834
N -0.40086 3.98409 0.69371
C 0.90584 3.85720 1.18242
C 1.10872 2.49780 1.37652
N 0.03865 1.70166 0.89306
C -0.78224 2.66779 0.41963
C -1.91351 2.30902 -0.25863
N -2.20223 0.99977 -0.56818
C -3.42340 0.99026 -1.17362
C -3.91237 2.25813 -1.21203
N -2.97623 3.12503 -0.59323
H -0.57144 4.46435 -0.14394
H 1.48481 4.71004 1.42898
H 1.93747 2.02748 1.84182
H -3.94495 0.07214 -1.47719
H -4.83438 2.63891 -1.59541
H -2.73057 4.04861 -0.95609
F -0.27307 -3.30658 -3.89784
C 0.37743 -2.11872 -3.90426
F 1.56430 -2.28852 -3.32027
F 0.64064 -1.77117 -5.15446
S -0.56458 -0.76453 -3.02062
O -0.96504 -1.38822 -1.74372
O 0.33979 0.36630 -2.91809
N -1.70168 -0.37206 -4.02861
S -3.14742 -0.96952 -4.17156
O -3.48853 -1.91339 -3.15404
O -4.05093 0.04804 -4.46710
C -2.93467 -1.89525 -5.80464
F -4.07493 -2.50643 -6.22366
F -2.02347 -2.82346 -5.58210
F -2.50684 -1.05976 -6.73645
C -1.46669 3.74954 3.71571
C -2.36563 2.62831 4.23554
C -1.95726 1.25505 3.85904
N -2.41488 0.61463 2.80796
N -1.75893 -0.60579 2.69264
C -0.98974 -0.87440 3.70414
N -0.35290 -2.05347 3.83286
S -0.83523 0.43458 4.88327
H -1.85444 4.69699 4.05592
H -1.50386 3.75169 2.61189
H -0.41508 3.54075 3.87303
H -3.37424 2.74916 3.84687
H -2.46519 2.67439 5.31538
H -0.53600 -2.65656 3.05643
H 0.67168 -1.93242 3.93653
*
```

=====

Record 4
ORCA calculation (ωB97M-V/def2-TZVPD) on a cluster of 4 separate species, C13H36BrN3O3 in total.

Computed properties:
- LUMO (spin up / spin down) (eV) = -7.97 / -13.12
- expectation value of S² = 0.753
- HOMO level (spin up / spin down) (eV) = -18.45 / -18.45
- ΔE to the lowest compared entry with this formula, charge and spin (kJ/mol) = 0.00
- Kohn-Sham gap (spin up / spin down) (eV) = 10.5 / 5.3

Structure (ORCA input):
```
! wB97M-V def2-TZVPD RIJCOSX def2/J DEFGRID3
* xyz 3 2
Br 15.73150 -6.49229 -4.41689
C 14.26606 -9.90239 -6.16489
C 14.77094 -10.67782 -4.97716
O 14.57231 -11.89483 -4.90214
N 15.65364 -9.90294 -4.02114
H 16.62359 -10.16944 -4.11206
H 15.59685 -8.92806 -4.27896
C 15.32283 -10.02503 -2.48422
H 13.42709 -10.35923 -6.68982
H 15.04890 -9.65375 -6.88143
H 13.89989 -8.91732 -5.87568
H 16.22724 -10.14212 -1.88719
H 14.85007 -10.99624 -2.33811
H 14.74945 -9.16629 -2.13507
C 11.25876 -6.98624 -7.95771
N 10.92648 -5.51549 -7.81058
C 12.04118 -4.64908 -8.41162
C 9.73712 -5.33327 -8.72186
C 10.54047 -5.13455 -6.29234
C 11.59486 -5.55777 -5.27662
O 12.89348 -5.04379 -5.56162
H 11.51625 -7.28284 -8.97448
H 10.45530 -7.64327 -7.62478
H 12.14980 -7.11486 -7.34322
H 12.97692 -4.80487 -7.87477
H 11.76204 -3.62258 -8.17397
H 12.06256 -4.75789 -9.49597
H 8.89965 -5.96767 -8.43155
H 10.08069 -5.58629 -9.72489
H 9.39231 -4.29996 -8.68363
H 9.68613 -5.78676 -6.11126
H 10.23494 -4.09217 -6.38290
H 11.72197 -6.64020 -5.25982
H 11.34830 -5.31633 -4.24270
H 13.61225 -5.39217 -5.02906
C 12.97301 -3.80017 1.16468
N 14.36655 -3.16552 1.14917
C 14.42312 -1.97849 0.15304
C 14.71355 -2.63734 2.59772
C 15.46227 -4.28185 0.88955
C 15.71588 -4.78541 -0.58859
O 14.59599 -5.10788 -1.34768
H 12.28186 -3.00991 1.45777
H 12.95043 -4.62682 1.87477
H 12.78880 -4.15784 0.15164
H 13.88391 -2.39983 -0.69539
H 15.48196 -1.82178 -0.05285
H 13.95573 -1.10468 0.60701
H 15.62027 -2.05853 2.42186
H 14.89812 -3.52490 3.20294
H 13.83960 -2.04537 2.86954
H 15.15383 -5.08246 1.56185
H 16.42132 -3.99097 1.31815
H 16.41696 -5.61890 -0.63203
H 16.23526 -4.04550 -1.19759
H 14.94798 -5.63746 -2.06688
*
```

=====

Record 5
ORCA calculation (ωB97M-V/def2-TZVPD) on an isolated molecule of C2H5F2PS.

Computed properties:
- SMILES = CCP(F)(F)=S
- LUMO (eV) = 0.22
- HOMO level (eV) = -9.39
- ΔE to the lowest compared entry with this formula, charge and spin (kJ/mol) = 0.00
- Kohn-Sham gap (eV) = 9.6

Structure (ORCA input):
```
! wB97M-V def2-TZVPD RIJCOSX def2/J DEFGRID3
* xyz 0 1
C -0.14818 -1.01695 -1.05476
C -0.45977 -0.49898 0.41217
F -0.50381 1.85144 1.73268
F 0.08161 2.21164 -0.42654
P 0.47808 1.11928 0.66553
S 2.45920 1.20437 1.34421
H 0.59460 -1.67994 -1.04808
H -0.92491 -1.49630 -1.58305
H -0.06868 -0.17978 -1.73439
H -0.00413 -1.14443 1.14104
H -1.50401 -0.37035 0.55118
*
```

=====

Record 6
ORCA calculation (ωB97M-V/def2-TZVPD) on a cluster of 2 separate species, C4H7NO in total.

Computed properties:
- SMILES = N#CC1CC1.O
- LUMO (eV) = 0.43
- HOMO level (eV) = -10.52
- ΔE to the lowest compared entry with this formula, charge and spin (kJ/mol) = 165.64
- Kohn-Sham gap (eV) = 10.9

Structure (ORCA input):
```
! wB97M-V def2-TZVPD RIJCOSX def2/J DEFGRID3
* xyz 0 1
O 0.21891 2.15406 -1.22400
C -0.70097 -0.70830 -0.42964
C 0.67876 -1.24776 -0.25448
C 0.14944 -0.22848 0.72664
C -0.19936 -0.64142 2.06600
N -0.49282 -0.96632 3.13818
H 0.38577 2.89233 -1.82145
H -0.86776 0.01375 -1.22169
H -1.53746 -1.35722 -0.18969
H 1.45435 -0.89373 -0.92608
H 0.79580 -2.26799 0.09645
H -0.45097 2.48018 -0.61098
H 0.56629 0.77091 0.65074
*
```

=====

Record 7
ORCA calculation (ωB97M-V/def2-TZVPD) on an isolated molecule of C5H7N.

Computed properties:
- LUMO (eV) = 0.85
- HOMO level (eV) = -9.46
- ΔE to the lowest compared entry with this formula, charge and spin (kJ/mol) = 267.27
- Kohn-Sham gap (eV) = 10.3

Structure (ORCA input):
```
! wB97M-V def2-TZVPD RIJCOSX def2/J DEFGRID3
* xyz 0 1
C -1.41127 -0.47994 0.06007
C -2.20787 1.82242 -0.00457
C -0.11270 -0.24366 0.16934
C 0.49016 1.07529 0.03663
C 1.07180 -1.24552 0.03465
N -2.11655 0.64549 0.04792
H -1.97265 -1.46422 0.04266
H 1.45616 0.98987 -0.48787
H -0.06563 1.69250 -0.69836
H 0.75394 1.55504 0.93150
H 1.75566 -1.18018 0.79396
H 0.78406 -2.20358 -0.05465
H 1.57489 -0.96352 -0.87127
*
```

=====

Record 8
ORCA calculation (ωB97M-V/def2-TZVPD) on an isolated molecule of C5H9NO.

Computed properties:
- SMILES = C[C@@H](O)[C@@H](C)C#N
- LUMO (eV) = 0.64
- HOMO level (eV) = -9.88
- ΔE to the lowest compared entry with this formula, charge and spin (kJ/mol) = 258.21
- Kohn-Sham gap (eV) = 10.5

Structure (ORCA input):
```
! wB97M-V def2-TZVPD RIJCOSX def2/J DEFGRID3
* xyz 0 1
C -0.52737 -0.51105 -1.56377
C -1.02788 -0.04502 0.01150
O -1.56128 -1.07981 0.78283
C 0.10546 0.66763 0.78581
C 1.32332 -0.27062 0.96153
C 0.49503 1.86539 0.04137
N 0.80227 2.78951 -0.58135
H 0.13263 0.23115 -2.05070
H -1.35004 -0.67820 -2.30703
H -0.04155 -1.45351 -1.39396
H -1.67136 0.43219 -0.68789
H -0.80825 -1.61478 1.08553
H -0.19439 1.00174 1.79603
H 2.14655 0.24762 1.45879
H 1.68122 -0.63103 -0.00710
H 1.07845 -1.13774 1.58911
*
```

=====

Record 9
ORCA calculation (ωB97M-V/def2-TZVPD) on an isolated molecule of C4H10N2O3.

Computed properties:
- LUMO (spin up / spin down) (eV) = 0.74 / -0.23
- HOMO level (spin up / spin down) (eV) = -8.54 / -6.62
- ΔE to the lowest compared entry with this formula, charge and spin (kJ/mol) = 829.50
- Kohn-Sham gap (spin up / spin down) (eV) = 9.3 / 6.4

Structure (ORCA input):
```
! wB97M-V def2-TZVPD RIJCOSX def2/J DEFGRID3
* xyz 0 1
C -1.56824 0.19416 -0.46175
C -0.14375 0.35085 -1.02044
C -1.78335 -0.70801 0.72657
C 0.69764 1.17754 0.06967
N 1.04828 0.55534 1.27109
N 2.87478 -0.68012 0.46906
O -2.84876 -0.44615 1.46560
O 0.03339 2.36174 0.31776
O 1.74839 -0.59076 1.31680
H -1.96552 1.11112 -0.20826
H -2.00660 -0.43512 -1.33632
H 0.46500 -0.49438 -1.18318
H -0.19081 0.92584 -1.96220
H -1.45124 -1.77040 0.85128
H 1.49829 1.30821 -0.61881
H 2.60469 -1.11349 -0.37080
H 3.18452 0.31340 0.25524
H -3.07298 -1.26788 1.96420
H -0.17842 2.24356 1.26080
*
```